No. 1
# C9H10BeN3S2

A structure of composition C9H10BeN3S2 (ωB97M-V/def2-TZVPD, OMol25).

Positions of all 25 atoms, in Å:
1 Be 6.101 4.967 6.456
2 C 9.969 6.327 3.582
3 S 8.648 5.272 3.127
4 C 7.976 5.125 4.756
5 S 6.678 3.986 4.877
6 N 8.268 5.996 5.713
7 N 7.349 5.937 6.759
8 C 7.615 6.781 7.780
9 C 6.708 6.733 8.935
10 C 7.115 7.389 10.151
11 C 6.324 7.251 11.291
12 C 5.135 6.534 11.226
13 C 4.711 5.934 10.036
14 N 5.515 6.106 8.916
15 H 10.507 6.493 2.624
16 H 9.587 7.329 3.852
17 H 10.616 5.899 4.417
18 H 8.458 7.476 7.858
19 H 8.094 7.903 10.097
20 H 6.530 7.763 12.234
21 H 4.571 6.366 12.150
22 H 3.759 5.419 9.914
23 C 4.952 5.540 7.674
24 H 4.238 6.164 7.133
25 H 4.354 4.602 7.888

Summary:
Maximum force: 5.868 eV Å⁻¹
Energy relative to the best compared isomer or geometry (same formula, charge and spin): 0.00 kcal/mol
Multiplicity: 1
E: -36038.0537 eV
Gap between HOMO and LUMO (alpha / beta): 0.1690 / 0.1690 Eh
Total charge: -1

No. 2
# C9H10Br15F3O2

A structure of composition C9H10Br15F3O2 (ωB97M-V/def2-TZVPD, OMol25).

Positions of all 39 atoms, in Å:
1 C 2.166 -0.998 3.677
2 Br 4.023 -1.452 3.924
3 Br 1.143 -2.597 3.115
4 Br 2.048 0.468 2.391
5 H 1.719 -0.686 4.609
6 C 2.766 2.305 -1.548
7 Br 1.311 2.568 -2.830
8 Br 4.185 3.626 -1.818
9 Br 3.514 0.524 -1.776
10 H 2.371 2.365 -0.545
11 C -3.794 -0.374 -4.263
12 Br -3.392 1.171 -3.121
13 Br -4.952 0.212 -5.723
14 Br -4.652 -1.814 -3.264
15 H -2.870 -0.734 -4.689
16 C -3.009 -0.030 3.510
17 Br -1.163 0.517 3.853
18 Br -4.136 0.341 5.076
19 Br -3.136 -1.908 2.965
20 H -3.370 0.584 2.697
21 C 4.452 -3.265 -0.976
22 Br 2.745 -2.639 -0.314
23 Br 4.639 -5.200 -1.043
24 Br 5.878 -2.412 0.037
25 H 4.551 -2.917 -1.994
26 C -0.780 -0.892 -1.285
27 C -0.371 -0.375 0.080
28 O -0.284 1.051 0.032
29 C -1.368 1.703 0.420
30 O -2.395 1.196 0.755
31 C -1.190 3.238 0.407
32 F -2.193 3.750 -0.290
33 F -1.200 3.709 1.642
34 F -0.036 3.602 -0.156
35 H -1.757 -0.452 -1.477
36 H -0.892 -1.981 -1.281
37 H -0.029 -0.722 -2.057
38 H 0.567 -0.788 0.440
39 H -1.108 -0.693 0.820

Summary:
Maximum force: 1.459 eV Å⁻¹
Energy relative to the best compared isomer or geometry (same formula, charge and spin): 6.20 kcal/mol
Multiplicity: 1
E: -1072378.5681 eV
Gap between HOMO and LUMO: 0.3604 Eh

No. 3
# C9H10ClNO3

An isolated molecule of C9H10ClNO3 (ωB97M-V/def2-TZVPD, OMol25).

Positions of all 24 atoms, in Å:
1 C 1.379 -0.540 -3.015
2 C 0.474 -1.328 -2.366
3 C 1.997 0.598 -2.374
4 C -0.004 -1.063 -0.972
5 C 1.853 0.598 -1.040
6 C 1.018 -0.254 -0.262
7 C 1.141 -0.229 1.064
8 C -1.747 0.640 2.634
9 C -1.345 0.748 1.182
10 N -1.637 -0.339 0.400
11 O -1.190 -0.273 -0.884
12 O -1.955 -1.446 0.827
13 O -1.937 1.906 3.334
14 Cl -1.149 2.179 0.268
15 H 1.611 -0.850 -4.003
16 H 0.259 -2.349 -2.700
17 H 2.719 1.132 -2.902
18 H -0.314 -2.063 -0.620
19 H 2.370 1.409 -0.348
20 H 0.777 -1.090 1.576
21 H 1.815 0.365 1.451
22 H -0.893 0.181 3.084
23 H -2.541 -0.136 2.725
24 H -2.701 2.202 2.942

Summary:
Maximum force: 5.023 eV Å⁻¹
Energy relative to the best compared isomer or geometry (same formula, charge and spin): 54.19 kcal/mol
Multiplicity: 1
E: -29643.1285 eV
Gap between HOMO and LUMO (alpha / beta): 0.3009 / 0.3009 Eh
SMILES: C=C1C=CC=C[C@@H]1O/[N+]([O-])=C(\Cl)CO

No. 4
# C9H10CuN3O2S2Se3Te

A structure of composition C9H10CuN3O2S2Se3Te (ωB97M-V/def2-TZVPD, OMol25).

Positions of all 31 atoms, in Å:
1 Cu -0.355 0.256 0.078
2 S 1.508 1.967 1.254
3 C 0.041 2.752 0.940
4 N -1.053 2.117 0.569
5 C -2.122 2.958 0.291
6 C -3.375 2.563 -0.172
7 C -4.336 3.535 -0.402
8 C -4.065 4.888 -0.183
9 C -2.813 5.291 0.262
10 C -1.849 4.317 0.495
11 S -0.200 4.494 1.029
12 H -3.575 1.514 -0.352
13 H -5.311 3.237 -0.766
14 H -4.834 5.630 -0.362
15 H -2.589 6.340 0.414
16 C -0.060 2.408 -4.018
17 O 0.037 0.975 -3.951
18 C 0.139 0.497 -2.718
19 O 0.234 1.197 -1.721
20 N 0.181 -0.855 -2.686
21 N 0.008 -1.401 -1.406
22 H -0.121 2.642 -5.076
23 H 0.814 2.869 -3.569
24 H -0.953 2.748 -3.499
25 H -0.269 -1.342 -3.449
26 H 0.761 -2.047 -1.205
27 H -0.904 -1.868 -1.372
28 Se -0.859 -1.352 1.704
29 Se -3.129 -0.957 1.568
30 Te -3.976 -2.056 -0.551
31 Se -3.228 -0.607 -2.415

Summary:
Maximum force: 0.487 eV Å⁻¹
Energy relative to the best compared isomer or geometry (same formula, charge and spin): 7.25 kcal/mol
Multiplicity: 2
E: -287707.2781 eV
Gap between HOMO and LUMO (alpha / beta): 0.2334 / 0.1961 Eh
Total charge: -1

No. 5
# C9H10FIN3

A cluster of 2 separate species, C9H10FIN3 in total (ωB97M-V/def2-TZVPD, OMol25).

Positions of all 24 atoms, in Å:
1 C 1.026 -2.690 -1.240
2 C 0.156 -3.397 -0.422
3 C 1.200 -1.361 -0.973
4 C -0.575 -2.870 0.592
5 C 0.374 -0.714 -0.054
6 C -0.580 -1.515 0.692
7 C 1.191 2.771 0.164
8 C 1.549 1.460 0.215
9 C -0.264 2.694 0.243
10 N -0.629 1.400 0.073
11 N 0.511 0.639 0.133
12 N -1.118 3.728 0.198
13 F -1.317 -0.798 1.566
14 I -4.753 -0.523 -0.257
15 H 1.675 -3.102 -2.057
16 H -0.086 -4.454 -0.531
17 H 1.892 -0.825 -1.634
18 H -1.351 -3.371 1.217
19 H 1.835 3.663 0.372
20 H 2.546 1.049 0.414
21 H -1.547 0.807 0.071
22 H -0.728 4.596 0.372
23 H -2.040 3.547 0.463
24 H -5.255 0.093 1.181

Summary:
Maximum force: 3.844 eV Å⁻¹
Energy relative to the best compared isomer or geometry (same formula, charge and spin): 0.00 kcal/mol
Multiplicity: 1
E: -24775.9754 eV
Gap between HOMO and LUMO: 0.3410 Eh
Total charge: +1

No. 6
# C9H10N2O2S

An isolated molecule of C9H10N2O2S (ωB97M-V/def2-TZVPD, OMol25).

Positions of all 24 atoms, in Å:
1 C 2.917 -0.481 1.280
2 C 2.330 0.562 1.952
3 C 2.343 -0.790 0.101
4 C 1.110 1.031 1.696
5 C 1.069 -0.352 -0.350
6 C 0.409 0.500 0.520
7 C 0.870 -1.054 -1.740
8 C -0.565 -1.355 -2.175
9 C -3.454 0.986 0.821
10 N -0.853 0.933 0.649
11 N -1.290 -0.228 -2.035
12 O -2.526 -0.098 -1.526
13 O -0.732 0.921 -2.181
14 S -2.025 1.292 -0.284
15 H 3.706 -0.957 1.793
16 H 2.826 0.737 2.958
17 H 2.770 -1.503 -0.601
18 H 0.625 1.704 2.434
19 H 1.122 -0.378 -2.472
20 H 1.409 -1.949 -1.902
21 H -0.945 -2.340 -2.006
22 H -3.485 -0.056 1.035
23 H -4.296 1.221 0.278
24 H -3.334 1.654 1.755

Summary:
Maximum force: 4.369 eV Å⁻¹
Energy relative to the best compared isomer or geometry (same formula, charge and spin): 205.64 kcal/mol
Multiplicity: 1
E: -27397.5071 eV
Gap between HOMO and LUMO (alpha / beta): 0.2674 / 0.2673 Eh

No. 7
# C9H10N2O2S

An isolated molecule of C9H10N2O2S (ωB97M-V/def2-TZVPD, OMol25).

Positions of all 24 atoms, in Å:
1 C -0.139 -1.581 -3.215
2 C -0.936 -1.991 -2.156
3 C 0.621 -0.424 -3.125
4 C -0.993 -1.248 -0.982
5 C 0.564 0.317 -1.955
6 C -0.240 -0.100 -0.906
7 C 1.315 1.574 -1.685
8 C -0.495 -0.566 3.647
9 C 0.152 0.660 3.011
10 N 0.544 0.381 1.650
11 N 1.014 1.987 -0.426
12 O 2.066 2.131 -2.449
13 O -1.316 1.842 0.637
14 S -0.132 1.041 0.468
15 H -0.109 -2.171 -4.119
16 H -1.519 -2.895 -2.242
17 H 1.248 -0.091 -3.936
18 H -1.609 -1.555 -0.152
19 H -1.419 -0.809 3.130
20 H 0.178 -1.416 3.578
21 H -0.715 -0.367 4.693
22 H 1.057 0.934 3.564
23 H -0.547 1.504 3.041
24 H 1.411 2.843 -0.071

Summary:
Maximum force: 1.700 eV Å⁻¹
Energy relative to the best compared isomer or geometry (same formula, charge and spin): 49.64 kcal/mol
Multiplicity: 1
E: -27404.2720 eV
Gap between HOMO and LUMO: 0.3431 Eh
SMILES: CCN=[S@@]1(=O)NC(=O)c2ccccc21

No. 8
# C9H10N2O2S

An isolated molecule of C9H10N2O2S (ωB97M-V/def2-TZVPD, OMol25).

Positions of all 24 atoms, in Å:
1 C -1.486 2.385 0.422
2 C -2.552 1.653 -0.198
3 C -0.303 1.726 0.818
4 C -2.398 0.299 -0.524
5 C 1.009 -0.475 0.710
6 C -0.133 0.425 0.530
7 C -1.179 -0.286 -0.084
8 C 0.351 -1.858 0.250
9 C 0.970 -3.191 0.449
10 N -0.879 -1.694 -0.047
11 N 1.618 1.205 -1.356
12 O 2.429 1.828 0.955
13 O 3.707 0.174 -0.276
14 S 2.416 0.748 0.011
15 H -1.449 3.509 0.539
16 H -3.466 2.203 -0.470
17 H 0.539 2.350 1.199
18 H -3.006 -0.421 -1.113
19 H 1.406 -0.826 1.731
20 H 0.268 -3.802 1.053
21 H 1.824 -2.956 0.959
22 H 1.213 -3.757 -0.535
23 H 1.954 0.730 -2.191
24 H 1.641 2.204 -1.446

Summary:
Maximum force: 3.323 eV Å⁻¹
Energy relative to the best compared isomer or geometry (same formula, charge and spin): 71.96 kcal/mol
Multiplicity: 1
E: -27403.3042 eV
Gap between HOMO and LUMO: 0.3213 Eh
SMILES: CC1=Nc2ccccc2[C@@H]1S(N)(=O)=O

No. 9
# C9H10N2O3S

An isolated molecule of C9H10N2O3S (ωB97M-V/def2-TZVPD, OMol25).

Positions of all 25 atoms, in Å:
1 C 3.341 -0.527 0.370
2 C 2.603 -0.017 1.485
3 C 2.642 -0.524 -0.874
4 C 1.393 0.648 1.307
5 C 1.476 0.207 -1.044
6 C 0.837 0.773 0.031
7 C -1.474 -1.162 0.190
8 C -0.574 1.347 -0.172
9 C -1.539 0.378 0.643
10 N -1.524 -1.551 -1.054
11 N -2.819 0.945 0.513
12 O -3.380 1.525 1.418
13 O -3.388 0.869 -0.572
14 O -1.683 -0.637 -2.166
15 S -1.186 -2.223 1.381
16 H 4.216 -1.074 0.285
17 H 2.931 -0.356 2.402
18 H 3.037 -0.977 -1.799
19 H 0.751 0.792 2.146
20 H 0.957 0.325 -1.999
21 H -0.717 2.413 0.086
22 H -0.798 1.150 -1.214
23 H -1.176 0.257 1.724
24 H -1.568 -2.539 -1.374
25 H -2.358 -0.042 -1.713

Summary:
Maximum force: 4.698 eV Å⁻¹
Energy relative to the best compared isomer or geometry (same formula, charge and spin): 116.64 kcal/mol
Multiplicity: 1
E: -29447.4586 eV
Gap between HOMO and LUMO: 0.3083 Eh
SMILES: O=[N+]([O-])[C@H](Cc1ccccc1)C(=S)NO

No. 10
# C9H10N2OS

An isolated molecule of C9H10N2OS (ωB97M-V/def2-TZVPD, OMol25).

Positions of all 23 atoms, in Å:
1 C -4.013 -1.865 -0.089
2 C -2.669 -2.313 0.046
3 C -4.157 -0.532 -0.222
4 C -1.912 -1.135 -0.010
5 C -0.417 -0.861 0.035
6 C -2.525 1.230 -0.093
7 C 1.683 0.733 -1.337
8 C 2.120 0.820 1.163
9 C 1.121 1.115 0.132
10 N -2.846 -0.042 -0.206
11 N -0.175 0.415 0.295
12 O 0.347 -1.836 0.070
13 S -2.823 2.748 -0.057
14 H -4.822 -2.425 0.130
15 H -2.342 -3.290 0.419
16 H -4.974 0.116 -0.401
17 H 2.091 -0.247 -1.281
18 H 0.879 0.747 -1.935
19 H 2.408 1.480 -1.649
20 H 3.027 1.267 0.743
21 H 2.286 -0.255 1.112
22 H 1.868 1.164 2.087
23 H 0.823 2.160 0.279

Summary:
Maximum force: 4.623 eV Å⁻¹
Energy relative to the best compared isomer or geometry (same formula, charge and spin): 101.88 kcal/mol
Multiplicity: 1
E: -25353.8342 eV
Gap between HOMO and LUMO (alpha / beta): 0.2515 / 0.2514 Eh

No. 11
# C9H10N3O2

The ion C9H10N3O2 with charge +1 (ωB97M-V/def2-TZVPD, OMol25).

Positions of all 24 atoms, in Å:
1 C -0.243 1.059 3.214
2 C -1.112 0.153 2.700
3 C 0.896 1.487 2.521
4 C -0.850 -0.498 1.498
5 C 1.198 0.888 1.370
6 C 0.329 -0.046 0.809
7 C -0.277 0.526 -1.798
8 C 0.364 -1.844 -0.991
9 C 0.327 -1.651 -2.538
10 N 0.752 -0.515 -0.397
11 N -0.409 -0.387 -2.670
12 N -0.651 1.807 -1.711
13 O 0.084 2.431 -2.473
14 O -1.412 2.243 -0.891
15 H -0.402 1.495 4.215
16 H -1.986 -0.075 3.265
17 H 1.602 2.234 3.056
18 H -1.493 -1.130 1.065
19 H 2.106 0.990 0.792
20 H -0.505 -2.502 -0.750
21 H 1.354 -2.439 -0.698
22 H 1.427 -1.599 -2.999
23 H -0.227 -2.597 -2.993
24 H -0.872 -0.028 -3.594

Summary:
Maximum force: 6.486 eV Å⁻¹
Energy relative to the best compared isomer or geometry (same formula, charge and spin): 188.09 kcal/mol
Multiplicity: 1
E: -18045.6297 eV
Gap between HOMO and LUMO: 0.2575 Eh
Total charge: +1

No. 12
# C9H10N4P

The ion C9H10N4P with charge -1 (ωB97M-V/def2-TZVPD, OMol25).

Positions of all 24 atoms, in Å:
1 C 0.581 1.796 1.229
2 C 1.242 0.630 -2.268
3 C 1.147 1.197 -0.997
4 C 0.572 -0.456 -2.761
5 C -0.339 -1.376 -2.149
6 C 0.562 0.735 0.118
7 C -0.193 -0.588 0.344
8 C -0.619 -1.563 -0.829
9 C -1.471 -2.650 -0.251
10 N 1.202 2.987 1.101
11 N 0.088 1.704 2.466
12 N 0.980 3.595 2.255
13 N 0.277 2.893 3.066
14 P -0.858 0.488 3.286
15 H 1.961 1.146 -2.830
16 H 1.480 2.183 -0.966
17 H 0.566 -0.734 -3.790
18 H -0.662 -2.277 -2.800
19 H 0.402 -1.245 0.813
20 H -1.103 -0.434 0.913
21 H -2.177 -2.307 0.510
22 H -0.919 -3.514 0.022
23 H -1.948 -3.134 -1.027
24 H -0.769 0.925 4.546

Summary:
Maximum force: 4.069 eV Å⁻¹
Energy relative to the best compared isomer or geometry (same formula, charge and spin): 5.78 kcal/mol
Multiplicity: 1
E: -24741.1611 eV
Gap between HOMO and LUMO (alpha / beta): 0.1902 / 0.1902 Eh
Total charge: -1